[1]
Density functional theory data (wB97M-V/def2-TZVPD) for a molecular structure, C26H23BrIrN5S in a non-equilibrium geometry.

Element x y z (Å)
Ir -0.5772 -0.3021 -0.5676
Br -3.0913 -0.1549 -0.7879
S -0.0854 -3.5335 -0.9665
N -0.0958 -0.9151 1.6488
N 0.1600 -0.6218 -2.7247
N -0.3925 -0.9668 3.9583
N 2.0048 -0.5037 0.7368
N 1.4245 -0.4149 -0.4174
C 0.9327 -0.6526 4.2214
C 1.2625 -0.6807 1.8057
C -4.3374 2.4197 -0.8569
C -1.9625 3.8652 -0.5119
C 2.7196 -0.1002 5.7145
C 0.4925 2.5527 -0.2691
C 3.1826 -0.3703 3.3676
C -0.8369 -1.1068 2.6995
C 0.0343 -0.4715 -5.0977
C -0.7711 4.5975 -0.3407
C 0.4340 3.9496 -0.2316
C -4.3652 3.8169 -0.8323
C -0.6446 1.7774 -0.4272
C 1.3889 -0.1289 -5.1688
C -1.9017 2.4376 -0.5535
C 1.8264 -0.5966 3.1268
C 2.1240 -0.0599 -4.0107
C 1.4922 -0.3129 -2.7690
C -3.1333 1.7760 -0.7259
C 0.5876 -4.9938 -0.1359
C 2.1517 -0.2286 -1.5393
C -3.2005 4.5211 -0.6606
C 1.3824 -0.3871 5.5080
C -1.5742 -4.2460 -1.7036
C -0.5267 -0.7073 -3.8495
C 3.6224 -0.1223 4.6540
H 4.6659 0.0742 4.8365
H 3.1667 0.2053 -4.0187
H -0.1194 -5.3535 0.6078
H -2.1615 -4.7463 -0.9387
H -3.2107 5.5993 -0.6524
H -5.3032 4.3305 -0.9591
H 1.3474 4.5118 -0.1107
H -0.5744 -0.5368 -5.9833
H -5.2518 1.8653 -0.9923
H -1.5775 -0.9558 -3.7573
H 3.2070 -0.0160 -1.4621
H -1.8738 -1.3769 2.5591
H 3.0664 0.1419 6.7074
H -0.8183 5.6757 -0.2923
H 0.6874 -0.3906 6.3335
H -1.0216 -1.0884 4.7413
H -1.2831 -4.9583 -2.4720
H 1.5222 -4.7096 0.3388
H 0.7714 -5.7675 -0.8768
H 1.8466 0.0850 -6.1212
H 3.8656 -0.3811 2.5365
H -2.1456 -3.4344 -2.1428
H 1.4650 2.0934 -0.1745

Results
**Highest occupied orbital energy**: -13.14 eV
**Total charge**: +2
**HOMO-LUMO gap**: 5.727 eV
**Strongest force on any atom**: 3.90 eV/Å
**Multiplicity**: 1

Per-atom Löwdin charges, elementary charge units:
1. Ir 1.0030
2. Br 0.8493
3. S 0.7013
4. N 0.0424
5. N 0.0027
6. N 0.1584
7. N 0.0781
8. N -0.1874
9. C -0.1561
10. C -0.2392
11. C -0.0963
12. C -0.1546
13. C -0.0188
14. C -0.1007
15. C 0.0153
16. C -0.0869
17. C 0.0082
18. C -0.0065
19. C -0.0561
20. C -0.0424
21. C -0.2092
22. C -0.0022
23. C -0.2266
24. C -0.0786
25. C 0.0376
26. C -0.2460
27. C -0.5267
28. C -0.3746
29. C -0.0011
30. C 0.0029
31. C 0.0138
32. C -0.3861
33. C -0.0972
34. C -0.0266
35. H 0.1218
36. H 0.1301
37. H 0.0434
38. H 0.0461
39. H 0.1266
40. H 0.1206
41. H 0.1162
42. H 0.1241
43. H 0.1135
44. H 0.1170
45. H 0.1503
46. H 0.1511
47. H 0.1261
48. H 0.1258
49. H 0.1268
50. H 0.1795
51. H 0.0488
52. H 0.0367
53. H 0.0501
54. H 0.1300
55. H 0.1210
56. H 0.0170
57. H 0.0842



[2]
Density functional theory data (wB97M-V/def2-TZVPD) for 13 unconnected molecules or ions with the total composition C28H60N14O29 in a non-equilibrium geometry.

Element x y z (Å)
O -2.4826 8.5210 0.6918
O 1.3119 3.7321 7.7758
O 5.5327 -2.9592 -3.7836
O -7.4007 -0.7362 -2.1659
O 1.3177 -3.4328 -5.3874
O -5.8924 3.3558 -4.3025
O -9.1047 1.7071 -4.5166
O -5.6189 4.4544 -2.4586
O -1.2367 -10.0238 0.4684
O -1.6699 6.5655 0.2439
O -0.8942 -8.9035 2.2872
O -10.0406 -0.0808 -5.2984
O -4.4402 -4.7006 1.1363
O -4.0688 0.2773 -2.9714
O 1.1387 -1.9062 -3.8653
O 6.6008 -0.3700 3.1805
O 6.4552 1.1863 4.6767
O 2.0544 5.4761 8.8218
O 1.4319 3.9633 3.8239
O -2.7438 -1.0313 -1.8678
O 5.3040 -1.6152 -2.1061
O -3.1414 -7.2833 -0.1278
O -9.2871 -1.4163 -1.3540
O 2.8295 7.3023 1.7435
O 3.1839 1.3099 -3.4574
O 1.1502 2.2009 -3.0807
O -1.1337 -7.1464 -0.9409
O -4.0323 -4.5636 -0.9840
O 2.5515 6.6833 3.8521
N -8.5417 -0.5542 -1.7598
N 1.8821 4.8089 7.8200
N 3.7731 2.2716 1.3887
N 5.3603 -2.7253 -2.6035
N -5.2097 3.9332 -3.4767
N -0.5206 -9.4558 1.2741
N 4.4152 3.2889 0.8285
N -1.6564 7.6396 0.8198
N -3.6938 -4.6948 0.1818
N 7.0254 0.6056 3.7771
N -2.2737 -7.5817 -0.9260
N 1.7198 -2.4591 -4.7822
N -3.7883 -0.7846 -2.4495
N -9.0832 0.6457 -5.1085
C 3.0998 4.9538 2.2469
C 3.9994 0.9348 -0.7426
C -2.6407 -8.5676 -1.9750
C -4.8083 -1.8607 -2.5321
C 2.0443 1.2769 2.9419
C -7.7664 0.2048 -5.6416
C 4.0674 4.4982 1.2314
C -0.5342 7.8988 1.7618
C -2.2443 -4.8621 0.4583
C 5.2060 -3.8961 -1.6989
C 2.4143 5.3578 6.5423
C 2.3300 1.5827 -2.6641
C 2.8184 6.4389 2.6205
C 1.4200 -0.5212 5.6180
C 0.0656 1.2353 -3.2165
C 2.3910 3.7964 2.8665
C 1.1890 0.4743 1.8689
C 3.0330 -1.8907 -5.1880
C 2.9995 0.3500 3.8208
C 2.5050 1.2502 -1.1551
C 8.3557 1.1344 3.3717
C -9.0608 0.8405 -1.7642
C -3.7478 4.0019 -3.7444
C -0.8158 1.1816 -1.8931
C 4.2034 0.9590 0.8336
C 2.8183 2.5083 2.3233
C 2.2813 -0.9519 4.3514
C 0.9369 -9.4424 0.9821
H 8.2138 2.1620 3.0439
H -9.9400 0.8589 -2.4029
H 4.3394 -4.4599 -2.0377
H 1.6914 -1.4984 3.5786
H 0.1201 7.0334 1.7735
H 2.0659 -0.5578 6.5370
H -0.9647 8.0706 2.7458
H 6.1151 -4.4887 -1.7723
H 4.6029 5.3327 0.7104
H 3.7273 0.0766 1.2965
H -4.4272 -2.7458 -2.0294
H 5.0605 -3.5365 -0.6844
H 4.1999 -0.1277 -1.0433
H 1.1100 0.5601 5.5340
H 4.7036 1.6096 -1.2804
H 1.9300 6.3146 6.3671
H -1.7039 -4.8366 -0.4816
H -3.4648 -8.1471 -2.5477
H 1.7102 -0.4686 1.5444
H 0.6432 4.3289 3.3736
H 3.6894 -1.9378 -4.3247
H 0.4743 0.2249 -3.4662
H -3.2672 4.5403 -2.9323
H -7.4253 0.9647 -6.3411
H -7.0857 0.1123 -4.7970
H 1.2714 -10.4764 0.9360
H -9.3130 1.0986 -0.7378
H 3.4308 -2.4826 -6.0070
H 5.3047 0.8852 1.0436
H -0.0020 8.7773 1.4059
H 3.0450 -1.6794 4.7468
H 1.0740 -8.9400 0.0269
H -1.9370 -4.0391 1.1022
H -0.6063 1.6282 -4.0176
H -3.3789 2.9795 -3.8021
H -8.2908 1.5016 -2.1499
H 0.9371 1.1357 1.0077
H 3.9936 0.1553 3.3529
H -2.1122 -5.8141 0.9511
H 0.4765 -1.1063 5.7340
H 2.1893 4.6632 5.7427
H 1.4468 -8.9065 1.7773
H -1.4143 2.1295 -1.8567
H 0.2303 0.1315 2.3453
H 1.8881 0.3422 -0.8995
H 1.2767 1.6282 3.6836
H 2.0967 2.0691 -0.5016
H 9.0068 1.0846 4.2414
H -4.9862 -2.0624 -3.5865
H 3.2170 0.9643 4.7430
H 8.7436 0.5212 2.5635
H -5.7124 -1.4923 -2.0419
H -0.1996 1.0098 -0.9813
H -3.6109 4.5251 -4.6881
H -7.8952 -0.7511 -6.1412
H 3.4888 5.4767 6.6593
H 2.8661 -0.8616 -5.5005
H -2.9368 -9.4850 -1.4720
H -1.5718 0.3541 -2.0734
H -1.7774 -8.7386 -2.6113

Results
**Highest occupied orbital energy**: -8.73 eV
**HOMO-LUMO gap**: 7.122 eV
**Strongest force on any atom**: 4.83 eV/Å
**Multiplicity**: 1

These are the Löwdin partial charges, in e, on atoms 1 to 99:
1. O 0.0614
2. O 0.0460
3. O 0.0609
4. O 0.0150
5. O 0.0719
6. O 0.0461
7. O 0.0438
8. O 0.0709
9. O 0.0454
10. O 0.0460
11. O 0.0838
12. O 0.0692
13. O 0.0853
14. O 0.0616
15. O 0.0401
16. O 0.0426
17. O 0.0741
18. O 0.0561
19. O 0.0473
20. O 0.0388
21. O 0.0589
22. O 0.0547
23. O 0.0958
24. O 0.0040
25. O 0.1349
26. O -0.0548
27. O 0.0409
28. O 0.0303
29. O -0.0427
30. N -0.4099
31. N -0.4494
32. N -0.0579
33. N -0.4313
34. N -0.4466
35. N -0.4404
36. N 0.1246
37. N -0.4524
38. N -0.4368
39. N -0.4449
40. N -0.4078
41. N -0.4360
42. N -0.4086
43. N -0.4380
44. C 0.0846
45. C -0.1312
46. C 0.0525
47. C 0.0535
48. C -0.2472
49. C 0.0524
50. C -0.0118
51. C 0.0486
52. C 0.0182
53. C 0.0555
54. C 0.0306
55. C -0.4452
56. C -0.6725
57. C -0.1031
58. C -0.1855
59. C -0.1295
60. C -0.0540
61. C 0.0541
62. C -0.1718
63. C -0.0890
64. C 0.0479
65. C 0.0458
66. C 0.0452
67. C -0.0525
68. C -0.0888
69. C -0.0245
70. C -0.2241
71. C 0.0447
72. H 0.1031
73. H 0.0921
74. H 0.1039
75. H 0.0901
76. H 0.0721
77. H 0.0837
78. H 0.1045
79. H 0.1037
80. H 0.1424
81. H 0.1067
82. H 0.0621
83. H 0.0952
84. H 0.0891
85. H 0.0682
86. H 0.1207
87. H 0.0985
88. H 0.0876
89. H 0.1063
90. H 0.0819
91. H 0.1563
92. H 0.0606
93. H 0.0963
94. H 0.0955
95. H 0.1036
96. H 0.0869
97. H 0.1013
98. H 0.1065
99. H 0.1004



[3]
Density functional theory data (wB97M-V/def2-TZVPD) for 2 unconnected molecules or ions with the total composition C6H6BrNO3 in a non-equilibrium geometry.

Element x y z (Å)
Br -3.4773 -0.0583 -0.9349
O 0.5811 3.0569 0.6472
O -1.4938 1.9337 -1.2170
O 1.5923 1.6290 -0.8650
N 0.7739 -1.4746 -1.1515
C -0.8998 0.2784 0.4402
C 1.1907 -1.9612 0.0857
C 0.7391 -1.4145 1.2346
C -1.6786 0.7909 -0.5006
C -0.2727 -0.3689 1.3909
C 1.1510 2.3449 -0.0729
H 0.2029 -0.6785 -1.2926
H -1.9276 2.5756 -0.6816
H 1.0341 -1.7135 2.2324
H -0.3777 -0.2107 2.3733
H 1.9623 -2.7202 0.2639
H 0.9001 -2.0093 -1.9521

Results
**Relative energy (zero: lowest compared OMol25 entry of this formula, charge and spin)**: 1.3166 eV
**Highest occupied orbital energy**: -8.20 eV
**HOMO-LUMO gap**: 8.317 eV
**Strongest force on any atom**: 4.25 eV/Å
**Multiplicity**: 1
**SMILES**: N/C=C\C=C=C(O)Br.O=C=O

Per-atom Löwdin charges, elementary charge units:
1. Br 0.5898
2. O 0.1972
3. O -0.0392
4. O 0.2088
5. N 0.1153
6. C -0.0799
7. C -0.1480
8. C -0.1215
9. C -0.6959
10. C -0.0781
11. C -0.4382
12. H 0.0524
13. H 0.0894
14. H 0.0893
15. H 0.0705
16. H 0.1189
17. H 0.0692



[4]
Density functional theory data (wB97M-V/def2-TZVPD) for a single C3H7N3S molecule in a non-equilibrium geometry.

Element x y z (Å)
S 0.8808 -1.8664 0.0007
N -0.7024 0.3466 -0.0827
N 1.5709 0.7047 0.0372
N -1.8869 -0.3047 -0.0206
C 1.4017 2.1577 0.0078
C -2.9389 0.4099 0.0390
C 0.5459 -0.2467 -0.0085
H 1.0546 2.5825 0.9586
H 2.5036 0.3287 0.1783
H 0.7212 2.4531 -0.7995
H -2.9830 1.5181 -0.0297
H -3.9035 -0.0827 0.2513
H -0.8084 1.3616 -0.1165
H 2.3989 2.5487 -0.2208

Results
**Relative energy (zero: lowest compared OMol25 entry of this formula, charge and spin)**: 1.8894 eV
**Highest occupied orbital energy**: -8.20 eV
**HOMO-LUMO gap**: 8.768 eV
**Strongest force on any atom**: 1.31 eV/Å
**Multiplicity**: 1
**SMILES**: C=NNC(=S)NC

Per-atom Löwdin charges, elementary charge units:
1. S 0.5727
2. N -0.0598
3. N -0.0824
4. N -0.0263
5. C -0.0983
6. C -0.0463
7. C -0.8767
8. H 0.0848
9. H 0.1098
10. H 0.0782
11. H 0.0747
12. H 0.0716
13. H 0.1100
14. H 0.0880



[5]
Density functional theory data (wB97M-V/def2-TZVPD) for 2 unconnected molecules or ions with the total composition CH7N5 in a non-equilibrium geometry.

Element x y z (Å)
N -0.9291 0.9205 -0.0869
N -1.2116 -0.3955 -0.0957
N 2.3742 -1.0195 -0.0396
N -2.4236 -0.6971 -0.1225
N 1.5001 1.1622 0.0722
C 0.3162 1.4247 0.0681
H 0.2911 2.5380 0.1452
H 3.3165 -1.0763 -0.5738
H -1.8088 1.4212 0.2020
H 1.6958 -1.6793 -0.2290
H -3.1413 0.1091 0.0087
H -2.6518 -1.6316 -0.3210
H 2.6722 -1.0763 0.9722

Results
**Relative energy (zero: lowest compared OMol25 entry of this formula, charge and spin)**: 2.4110 eV
**Highest occupied orbital energy (spin up / spin down)**: -20.10 / -20.16 eV
**Total charge**: +2
**HOMO-LUMO gap (spin up / spin down)**: 8.284 / 8.386 eV
**Strongest force on any atom**: 5.04 eV/Å
**Multiplicity**: 1

Per-atom Löwdin charges, elementary charge units:
1. N 0.0989
2. N 0.1205
3. N 0.2144
4. N 0.2576
5. N 0.3731
6. C -0.2010
7. H 0.2182
8. H 0.1636
9. H 0.2039
10. H 0.0326
11. H 0.2296
12. H 0.1641
13. H 0.1245



[6]
Density functional theory data (wB97M-V/def2-TZVPD) for 2 unconnected molecules or ions with the total composition C2H6N5 in a non-equilibrium geometry.

Element x y z (Å)
N -1.9679 1.1450 -0.0958
N 0.4558 -1.1696 -0.6593
N -1.7973 2.1731 -0.5116
N 0.9090 -0.2295 1.5253
N -1.7973 0.0614 0.3757
C 0.8343 -0.2934 0.2605
C 0.8898 0.1963 -1.0553
H 1.8270 0.2963 -1.6056
H 1.1348 -1.0315 2.1697
H 0.5318 -2.0367 -1.0593
H -2.5122 -0.6693 0.1630
H 1.2030 0.5851 1.9371
H 0.2892 0.9728 -1.4445

Results
**Relative energy (zero: lowest compared OMol25 entry of this formula, charge and spin)**: 4.3696 eV
**Highest occupied orbital energy**: -13.77 eV
**Total charge**: +1
**HOMO-LUMO gap**: 9.805 eV
**Strongest force on any atom**: 4.75 eV/Å
**Multiplicity**: 1

Per-atom Löwdin charges, elementary charge units:
1. N -0.2919
2. N 0.2195
3. N 0.2230
4. N 0.2823
5. N 0.0781
6. C -0.3200
7. C 0.0153
8. H 0.1362
9. H 0.1984
10. H 0.1322
11. H 0.1272
12. H 0.1139
13. H 0.0858